No. 1
C32H38ClMnN5O2S | wB97M-V/def2-TZVPD

```
80
Properties=species:S:1:pos:R:3:forces:R:3
Mn -0.0064 -0.0871 -0.0165 0.2 -0.1 -0.2
N -0.8680 1.6795 1.1083 0.0 -0.1 -0.3
C -0.1352 2.9037 0.8732 -0.1 0.1 0.1
C -0.4059 4.0726 1.5302 0.0 -0.2 0.0
C 0.3198 5.2424 1.2335 0.1 0.1 -0.1
C 1.3005 5.2254 0.2819 0.0 0.1 0.1
C 1.6086 4.0293 -0.4032 -0.1 -0.1 0.0
C 2.6207 3.9352 -1.3840 0.0 -0.1 0.0
C 2.8640 2.7316 -1.9852 0.1 0.2 0.0
C 2.1096 1.6123 -1.6020 0.0 -0.2 0.0
N 1.1569 1.6594 -0.6971 0.0 -0.1 0.1
C 0.8866 2.8542 -0.0979 0.1 0.2 0.1
H -1.7518 1.7126 0.5983 -0.1 -0.1 0.0
H -1.1139 1.6155 2.0929 0.1 -0.2 0.1
H -1.1907 4.1066 2.2779 0.0 0.0 0.0
H 0.0813 6.1575 1.7580 0.0 0.0 0.0
H 1.8581 6.1219 0.0419 0.0 0.0 0.0
H 3.1923 4.8189 -1.6393 0.0 0.0 0.0
H 3.6313 2.6222 -2.7377 0.0 0.0 0.0
H 2.2972 0.6415 -2.0456 0.0 0.0 0.1
S -2.1052 -0.5896 -0.5273 -0.7 0.3 0.8
C -3.2032 -1.2535 -1.7338 0.3 -0.1 -0.5
C -4.3866 -0.5572 -1.9674 0.1 0.0 0.0
C -5.3185 -1.0645 -2.8571 0.0 0.0 0.0
C -5.0735 -2.2575 -3.5232 0.0 0.0 0.0
C -3.8878 -2.9410 -3.2981 0.0 0.0 0.0
C -2.9518 -2.4459 -2.4037 0.0 0.0 0.1
H -4.5706 0.3722 -1.4450 0.0 0.0 0.0
H -6.2355 -0.5165 -3.0288 0.0 0.0 0.0
H -5.8075 -2.6539 -4.2119 0.0 0.0 0.0
H -3.6861 -3.8692 -3.8167 0.0 0.0 0.0
H -2.0299 -2.9807 -2.2179 0.0 0.0 0.0
C 3.9572 1.4858 3.9542 0.0 0.0 0.0
C 2.8352 1.7230 4.9818 0.0 0.0 0.0
C 1.6191 2.3234 4.2606 0.1 -0.1 0.1
C 3.3427 2.8091 5.9465 0.0 -0.1 0.0
C 2.5780 0.3861 5.7799 -0.2 0.1 -0.1
O 3.8138 0.0625 6.4328 0.2 0.0 0.0
C 1.5488 0.4425 6.9515 -0.1 -0.1 -0.1
C 0.0183 0.2803 6.8573 0.1 0.3 0.0
C -0.7842 1.4697 6.3925 0.0 0.0 -0.1
C -0.6450 2.7147 7.0020 0.0 0.0 0.0
C -1.3563 3.8202 6.5629 0.0 0.0 0.0
C -2.2529 3.6740 5.5162 0.0 -0.1 0.0
Cl -3.1305 5.0492 4.9226 0.0 0.0 0.0
C -2.4753 2.4298 4.9495 -0.1 0.0 -0.1
C -1.7326 1.3404 5.3830 0.1 0.0 0.0
C 2.5037 -0.9049 4.9007 0.1 0.1 0.4
N 1.5305 -1.0496 3.8304 0.1 0.1 -0.3
C 1.6114 -0.6205 2.5726 -0.1 0.1 0.0
N 0.5165 -0.9607 1.9149 0.0 0.1 -0.2
C -0.1997 -1.6755 2.8255 0.0 0.1 0.0
N 0.3949 -1.7577 3.9869 -0.3 0.1 0.4
H 4.3693 2.4439 3.6353 0.0 0.0 0.0
H 3.5997 0.9771 3.0579 0.1 0.1 0.1
H 4.7659 0.8997 4.3881 0.0 0.0 0.0
H 1.9701 3.1033 3.5795 0.0 0.0 0.0
H 0.9335 2.7875 4.9645 -0.1 0.0 0.0
H 1.0594 1.6010 3.6727 -0.1 -0.1 -0.1
H 3.4201 3.7524 5.4048 0.0 0.0 0.0
H 4.3357 2.5774 6.3344 0.0 0.0 0.0
H 2.6615 2.9761 6.7817 0.0 0.0 0.0
H 3.9511 0.6777 7.1603 0.0 0.0 0.0
H 1.7483 1.3641 7.5022 0.1 -0.1 0.1
H 1.8791 -0.3734 7.5977 0.0 0.0 0.0
H -0.3011 0.0775 7.8838 0.0 -0.1 0.0
H -0.2488 -0.5935 6.2763 0.0 -0.2 -0.2
H 0.0361 2.8322 7.8373 0.0 0.0 0.0
H -1.2273 4.7841 7.0360 0.0 0.0 0.0
H -3.2557 2.3153 4.2059 0.1 0.0 0.0
H -1.9143 0.3650 4.9481 0.0 0.0 0.0
H 2.3557 -1.7419 5.5796 0.0 0.0 -0.1
H 3.4894 -1.0159 4.4543 0.0 0.0 0.0
H 2.4393 -0.0765 2.1516 -0.1 -0.1 0.1
H -1.1529 -2.1290 2.6082 0.0 0.0 0.0
C 0.8769 -2.3564 -1.7099 -0.4 -0.2 -0.1
O 1.0163 -1.1973 -0.9335 0.4 0.4 0.0
H 0.1618 -3.0539 -1.2632 0.1 0.0 0.0
H 1.8435 -2.8610 -1.7763 0.0 0.1 0.1
H 0.5410 -2.1148 -2.7234 0.0 0.0 0.1
```
Positions in Å, forces in eV/Å.

Kohn-Sham gap (spin up / spin down) = 0.23208 / 0.26828 hartree
2S+1 = 5
net charge = +1
ΔE to the lowest compared entry with this formula, charge and spin = 24.7 kJ/mol
<S²> = 6.121
lowest unoccupied orbital energy (spin up / spin down) = -0.148 / -0.122 Ha

Here are the Mulliken charges for atoms 1 to 2, given in e:
1 Mn 0.49
2 N 0.20

---

No. 2
C32H38CsFMgNNaO13PS2 | wB97M-V/def2-TZVPD

```
91
Properties=species:S:1:pos:R:3:forces:R:3
C -0.7915 -1.7605 3.0885 0.3 -1.3 -0.4
C -0.8408 -2.1804 1.5254 0.1 -0.6 1.0
N -0.2932 -1.0884 0.6115 0.9 -2.4 -0.9
C 0.8506 -1.7638 -0.0880 1.4 -0.6 -1.1
C 0.5034 -2.7202 -1.2896 3.9 -0.1 0.3
C 1.6280 -3.4823 -2.0296 1.1 2.9 4.0
C 3.0930 -3.2530 -1.4914 -1.8 1.3 1.3
C 3.4423 -2.2968 -0.3255 -2.8 0.1 -0.7
C 2.2875 -1.5185 0.4250 -0.2 -1.9 -2.5
C 2.6892 -0.5599 1.6313 -1.3 0.1 1.0
O 1.9646 -0.3329 2.6439 2.7 -0.6 -3.6
C 4.1563 0.1021 1.5178 1.2 -0.1 -3.7
P 4.3732 1.8114 2.2832 -2.4 -1.1 3.7
O 6.0061 2.3854 2.1270 -1.6 -7.8 0.4
O 3.2115 2.9268 1.6626 1.6 -2.3 -1.4
C 5.2328 -0.5873 0.8289 -2.2 0.6 1.5
C 4.9347 -2.0431 0.1864 0.6 -2.4 -0.7
O 5.7964 -2.9509 0.0816 -2.5 3.5 0.3
H 0.2545 -2.0818 3.4591 -1.7 0.9 -0.4
H -0.9484 -0.6452 3.2760 0.2 -1.4 -0.4
H -1.5480 -2.4429 3.6328 1.5 1.4 -1.0
H -1.8795 -2.5454 1.1856 1.4 0.8 0.5
H -0.1567 -3.1096 1.4390 -1.3 1.5 0.1
H -1.0137 -0.8978 -0.1073 0.7 -0.1 0.5
H -0.5779 -2.8743 -1.6360 1.8 0.5 0.7
H 1.4795 -4.2071 -2.8931 0.0 1.3 1.3
H 3.9233 -3.8377 -2.0120 -1.2 1.1 1.0
H 6.2206 3.0721 2.8166 -1.4 -6.3 2.5
H 2.7525 2.4859 0.8966 0.4 0.9 0.6
H 6.2712 -0.0946 0.7311 -1.8 -1.1 0.0
C 0.4651 -1.9985 -4.9341 0.1 -0.2 -0.3
O 0.3690 -3.2204 -5.0309 0.0 -0.3 0.1
O -0.2966 -1.2676 -4.2551 -0.6 0.2 0.5
O 1.3392 -1.2974 -5.4934 0.6 0.2 -0.3
Mg 5.3655 -1.8312 3.2518 0.5 -0.6 0.6
O -3.1013 -2.9584 4.6554 -1.0 -0.2 0.6
H -3.0675 -2.3466 5.4004 1.4 -3.4 0.8
H -3.8213 -3.5680 4.8845 0.2 -0.3 0.0
Cs 6.3516 4.4044 1.7928 2.4 14.2 -5.2
C 5.2991 -6.5757 2.6573 0.0 0.1 0.0
S 5.7837 -8.1636 3.3680 -0.2 -0.1 0.2
O 4.7741 -8.5138 4.4114 0.3 0.3 -0.3
C 7.2512 -7.5452 4.2195 0.0 0.1 0.1
H 4.3696 -6.7138 2.1036 0.1 -0.1 0.1
H 5.1418 -5.8435 3.4522 0.0 -0.1 0.0
H 6.0773 -6.2282 1.9750 0.0 -0.1 0.0
H 6.9717 -6.7526 4.9163 -0.1 -0.1 0.0
H 7.9660 -7.1668 3.4865 -0.1 -0.1 0.0
H 7.7030 -8.3702 4.7717 -0.1 0.0 -0.1
C -4.5668 7.1260 -6.2222 0.0 -0.4 0.2
C -5.4942 6.1785 -5.7917 0.2 -0.1 0.0
C -5.0595 4.9834 -5.2286 -0.2 0.1 0.0
C -3.6931 4.7259 -5.1049 0.0 0.1 -0.2
C -2.7628 5.6643 -5.5585 -0.3 0.1 0.1
C -3.2031 6.8718 -6.1079 -0.7 0.5 0.7
C -1.3107 5.3806 -5.4772 0.2 0.9 -0.5
O -0.4913 6.1965 -5.8668 0.1 -0.7 1.3
C -0.8645 4.0838 -4.9210 0.2 -0.4 -0.1
C 0.4982 3.7782 -4.8908 0.3 -0.3 0.1
C 0.9285 2.5686 -4.3578 -0.2 0.3 -0.1
C 0.0023 1.6630 -3.8444 -0.1 0.1 0.2
C -1.3556 1.9611 -3.8780 0.3 -0.1 0.0
C -1.7923 3.1684 -4.4253 0.3 -0.2 0.2
C -3.2424 3.4600 -4.4880 -0.9 -0.4 0.2
O -4.0538 2.6628 -4.0410 0.3 0.1 0.0
H -4.9075 8.0620 -6.6534 0.1 -0.1 0.1
H -6.5576 6.3731 -5.8934 0.1 -0.1 0.0
H -5.7869 4.2520 -4.8904 0.2 0.0 0.0
H -2.4882 7.6103 -6.4492 -0.1 -0.2 0.2
H 1.2254 4.4807 -5.2862 -0.3 0.0 0.0
H 1.9879 2.3310 -4.3400 -0.1 0.0 -0.1
H 0.3387 0.7228 -3.4219 -0.1 0.2 0.0
H -2.0727 1.2492 -3.4811 0.0 0.2 -0.2
F -1.3875 7.0696 -7.5805 0.7 0.3 -1.9
Na -3.6278 -0.9742 4.9897 -1.2 3.9 -1.2
C -5.9148 4.9057 4.1295 -0.1 -0.1 0.1
S -4.4205 3.9906 3.6977 0.0 0.3 0.0
O -4.6743 2.5462 4.0042 0.1 -0.2 0.3
C -3.4021 4.6564 5.0315 0.0 -0.1 0.1
H -6.7089 4.6150 3.4409 0.1 0.0 0.0
H -6.2159 4.6675 5.1515 0.1 0.0 0.0
H -5.7268 5.9762 4.0328 0.1 -0.1 -0.1
H -3.8601 4.4339 5.9972 -0.1 0.0 -0.1
H -3.2963 5.7350 4.9053 0.0 -0.1 -0.1
H -2.4177 4.1888 4.9809 -0.1 0.0 -0.1
C -3.6918 -6.1348 3.1771 -0.1 0.3 -0.2
O -2.9662 -5.3195 2.2687 0.1 0.3 0.0
H -3.3277 -7.1587 3.0989 0.0 0.2 0.0
H -3.5399 -5.7747 4.1996 0.0 -0.2 0.2
H -4.7555 -6.1096 2.9269 0.0 -0.2 0.2
H -3.3074 -4.4195 2.3576 0.2 -0.3 -0.2
```
Positions in Å, forces in eV/Å.

Kohn-Sham gap = 0.06510 hartree
net charge = +1
lowest unoccupied orbital energy = -0.203 Ha

Here are the Mulliken charges for atoms 1 to 2, given in e:
1 C -0.66
2 C -0.23